C3H4O2S in the gas phase, computed with the ωB97M-V functional and the def2-TZVPD basis.

```
10
Properties=species:S:1:pos:R:3:nbo_charge:R:1
H -1.867 -0.295 0.248 0.19
C -1.241 0.532 -0.054 -0.12
O -0.733 0.493 -1.366 -0.48
C 0.179 0.372 -0.335 -0.02
H 2.403 0.875 0.012 0.16
O 2.278 -1.149 -0.236 -0.49
S 1.349 1.701 -0.029 -0.04
H 0.469 -1.980 -0.723 0.14
H -1.561 1.518 0.270 0.19
C 1.120 -1.145 -0.449 0.47
```

Properties
SMILES   O=C[C@]1(S)CO1
Relative energy (zero: lowest compared OMol25 entry of this formula, charge and spin)   253.0 kJ/mol
Charge   0
M   104.1 g/mol
Multiplicity   1
Total energy   -665.2893 a.u.
Frontier orbital gap   0.36156 hartree
Lowest unoccupied orbital energy   0.01878 Eh

---

C4H7N3 in the gas phase, computed with the ωB97M-V functional and the def2-TZVPD basis.

```
14
Properties=species:S:1:pos:R:3:nbo_charge:R:1
C 0.706 1.267 -0.162 -0.16
H 1.236 2.201 -0.242 0.21
C -1.103 -0.056 0.133 0.32
H 0.169 -1.499 1.250 0.22
N -2.484 -0.334 -0.009 -0.83
H 2.460 -1.480 0.262 0.36
N 2.485 -0.474 0.118 -0.81
H 2.835 -0.358 -0.828 0.37
H -1.309 1.960 -0.343 0.41
C 1.154 0.017 0.151 0.11
C 0.025 -0.793 0.455 -0.43
H -2.726 -1.230 0.392 0.38
N -0.679 1.192 -0.200 -0.52
H -2.729 -0.394 -0.996 0.37
```

Properties
SMILES   Nc1c[nH]c(N)c1
Relative energy (zero: lowest compared OMol25 entry of this formula, charge and spin)   69.8 kJ/mol
Charge   0
M   97.1 g/mol
Multiplicity   1
Total energy   -320.8567 a.u.
Frontier orbital gap   0.30667 hartree
Lowest unoccupied orbital energy   0.03770 Eh

---

C17H19BCoN6O2 as an isolated structure, computed with the ωB97M-V functional and the def2-TZVPD basis.

```
46
Properties=species:S:1:pos:R:3:mulliken_spin:R:1
C 0.179 -1.069 4.300 0.00
H -1.661 1.798 4.525 0.00
H 0.661 -1.728 3.589 0.00
O -0.034 -0.404 1.550 0.12
N 0.815 1.988 -2.340 0.00
H -2.606 -3.225 0.548 0.00
N 1.846 -0.282 -2.794 0.00
C -0.313 -0.524 6.607 0.00
C 2.859 -0.932 -3.420 0.00
H -2.050 -1.688 1.296 0.00
N 0.479 1.850 -1.028 0.07
H 0.760 5.123 -1.325 0.00
C -1.107 0.209 -4.897 0.00
C -0.590 0.402 2.426 -0.04
H 4.252 -2.522 -2.700 0.00
H -2.250 -3.152 2.339 0.00
C -2.378 -0.327 -4.727 0.00
H 3.107 -0.695 -4.454 0.00
H -0.940 -3.304 1.150 0.00
N -0.490 0.220 -3.678 0.00
C -2.444 -0.619 -3.343 0.00
H 0.834 -2.235 5.987 0.00
O -1.131 1.526 2.020 0.01
Co 0.192 0.047 -0.234 2.81
H 1.231 3.626 -3.618 0.00
H -3.138 -0.491 -5.491 0.00
H 2.774 -2.175 -0.376 0.00
H -3.266 -1.061 -2.776 0.00
C -1.977 -2.791 1.339 0.00
B 0.901 0.801 -3.370 -0.02
C -1.017 0.609 6.189 0.00
C 0.965 3.308 -2.611 0.00
C -0.523 0.072 3.867 0.00
H -1.477 1.259 6.922 0.00
C 3.418 -1.845 -2.525 0.00
C 0.416 3.079 -0.474 -0.01
C -1.121 0.909 4.826 0.00
H -0.592 0.577 -5.786 0.00
N 1.726 -0.739 -1.523 0.04
H 0.164 3.185 0.580 0.00
C 0.284 -1.361 5.663 0.00
C 2.671 -1.680 -1.342 -0.01
N -1.307 -0.289 -2.717 0.02
C 0.721 4.042 -1.450 0.00
H 1.383 1.259 -4.384 0.00
H -0.228 -0.750 7.662 0.00
```

Properties
Charge   0
M   409.1 g/mol
Multiplicity   4
Total energy   -2545.9402 a.u.
Frontier orbital gap (alpha / beta)   0.35729 / 0.32466 hartree
Lowest unoccupied orbital energy (alpha / beta)   0.02086 / -0.01165 Eh